1.
The following is a DFT calculation (ωB97M-V/def2-TZVPD) of a cluster of 2 separate species, C5H9NO2 in total in a non-equilibrium geometry.

Results
- ΔE to the lowest compared entry with this formula, charge and spin: 418.8 kJ/mol
- Frontier orbital gap: 0.3149 hartree
- SMILES: CNC(=O)O.C1=CC1
- Total charge: 0

Positions of all 17 atoms, in Å:
C  -1.14476  0.70356  -0.27328
C  -1.83422  -0.01448  0.66917
C  -2.09552  -0.32890  -0.78084
C  1.92927  0.95413  -0.54830
N  0.86742  -0.03780  -0.33200
C  0.81648  -0.61052  1.01135
O  0.62293  -1.94474  0.90624
O  1.22322  -0.02251  1.97348
H  0.31806  -2.25415  1.77156
H  0.92098  -0.77959  -1.02628
H  -1.05599  1.74322  -0.55710
H  -2.52378  0.22952  1.45830
H  -2.99842  0.02954  -1.28044
H  -1.65862  -1.24827  -1.17306
H  1.85482  1.70117  0.23798
H  1.83019  1.36132  -1.55420
H  2.92795  0.51849  -0.50257

=====

2.
The following is a DFT calculation (ωB97M-V/def2-TZVPD) of the molecule C5H9NO2 in a non-equilibrium geometry.

Results
- ΔE to the lowest compared entry with this formula, charge and spin: 682.1 kJ/mol
- Frontier orbital gap: 0.3598 hartree
- SMILES: OC[C@@H]1OC[C@@H]2N[C@H]21
- Total charge: 0

Positions of all 17 atoms, in Å:
C  -1.97126  -0.56079  0.43373
C  -0.43246  -0.29216  0.66291
C  0.97236  1.37338  -0.24626
C  1.67479  0.15114  0.18650
C  0.63887  -0.91400  -0.30918
H  -1.80880  0.74828  -1.00725
H  -2.16277  -1.59785  0.57086
H  -2.44358  -0.17396  1.38673
H  -0.16300  -0.32655  1.75763
H  1.30387  2.30344  0.24765
H  0.99159  1.61424  -1.40520
H  2.04380  0.20989  1.14516
H  2.71965  -1.77363  0.17198
H  0.34693  -0.80995  -1.42898
N  2.21811  -1.04756  -0.30214
O  -2.45416  -0.14202  -0.74953
O  -0.25187  1.21621  0.28830

=====

3.
The following is a DFT calculation (ωB97M-V/def2-TZVPD) of a structure of composition C5H9NO2 in a non-equilibrium geometry.

Results
- ΔE to the lowest compared entry with this formula, charge and spin: 348.1 kJ/mol
- Frontier orbital gap: 0.3095 hartree
- Total charge: 0

Positions of all 17 atoms, in Å:
C  -1.81879  1.18103  -0.46981
C  -0.55806  -0.97439  0.26097
C  -0.63821  0.34275  -0.07614
N  1.54166  1.12560  0.96255
C  0.84773  -1.28193  0.02244
C  0.77862  0.68577  -0.15950
O  -1.49558  -1.76560  0.79948
O  1.17185  -1.80533  -1.25567
H  -1.21668  -2.68662  0.69582
H  2.10875  -1.62149  -1.40336
H  1.01048  1.32428  1.80419
H  2.15709  1.91694  0.80443
H  1.41246  -1.78110  0.81988
H  1.11441  1.16502  -1.08434
H  -2.27036  1.68146  0.39272
H  -2.60419  0.55643  -0.90334
H  -1.54118  1.93718  -1.21033